1.
Molecular formula: C35H28MoN6S3
Method: DFT, ωB97M-V with the def2-TZVPD basis set

Results
* charge: +2
* 2S+1: 3
* expectation value of S²: 2.0463
* highest occupied orbital energy (alpha / beta): -13.229 / -13.553 eV
* ΔE to the lowest compared entry with this formula, charge and spin: 45.9 kJ/mol
* strongest force on any atom: 2.02 eV/A

Geometry as XYZ:
```
73
Properties=species:S:1:pos:R:3:mulliken_charge:R:1
Mo -0.702 -0.839 -0.351 -0.14
S 1.681 -0.736 -0.607 0.05
C 2.172 0.892 -0.817 0.76
N 3.441 1.189 -1.034 0.18
C 3.789 2.569 -1.378 -1.00
C 2.911 3.526 -0.607 -0.61
N 1.501 3.202 -0.845 0.23
C 0.524 4.295 -0.877 -2.10
C 0.131 4.792 0.502 1.23
C 1.018 5.519 1.293 -0.10
C 0.615 6.006 2.526 -0.79
C -0.680 5.786 2.975 -0.46
C -1.567 5.065 2.190 -0.79
C -1.162 4.567 0.961 -0.26
C 1.158 1.932 -0.855 0.46
S -0.501 1.484 -0.916 0.12
C 4.563 0.269 -0.804 -1.32
C 5.296 0.672 0.463 0.71
C 6.613 1.110 0.416 -0.31
C 7.260 1.493 1.583 -0.62
C 6.591 1.449 2.796 -0.46
C 5.271 1.018 2.846 -0.79
C 4.625 0.631 1.684 -0.10
H 3.675 2.709 -2.456 0.34
H 4.827 2.741 -1.104 0.46
H 3.097 4.545 -0.936 0.53
H 3.127 3.452 0.462 0.41
H -0.366 3.941 -1.391 0.80
H 0.959 5.105 -1.463 0.47
H 2.020 5.739 0.946 0.40
H 1.310 6.577 3.127 0.40
H -1.000 6.193 3.924 0.41
H -2.582 4.902 2.528 0.41
H -1.863 4.012 0.348 0.35
H 5.229 0.326 -1.666 0.45
H 4.188 -0.747 -0.732 0.48
H 7.142 1.139 -0.530 0.41
H 8.288 1.825 1.542 0.40
H 7.097 1.746 3.704 0.41
H 4.749 0.976 3.793 0.43
H 3.598 0.281 1.728 0.43
N -7.986 -8.015 -1.103 -0.43
C -7.163 -7.214 -1.105 -0.18
C -6.138 -6.214 -1.097 0.50
C -6.100 -5.241 -2.095 -0.82
C -5.122 -4.266 -2.070 -0.42
C -4.151 -4.262 -1.065 -0.08
C -4.185 -5.256 -0.081 -0.30
C -5.177 -6.216 -0.086 -0.84
C -3.105 -3.225 -1.018 0.68
C -3.496 -1.881 -0.985 0.32
C -4.811 -1.386 -0.954 -0.21
C -4.741 0.000 -1.025 -1.37
C -3.398 0.321 -1.067 -0.17
N -2.609 -0.791 -1.026 -0.09
C -1.763 -3.636 -1.042 0.21
C -1.287 -4.938 -1.251 -0.31
C 0.105 -4.888 -1.240 -1.33
C 0.447 -3.569 -1.042 -0.29
N -0.658 -2.773 -0.924 0.07
H -6.837 -5.257 -2.886 0.48
H -5.079 -3.529 -2.861 0.58
H -3.451 -5.246 0.715 0.56
H -5.220 -6.967 0.690 0.48
H -5.704 -1.982 -0.869 0.65
H -5.563 0.696 -1.039 0.46
H -2.973 1.309 -1.136 0.55
H -1.895 -5.812 -1.414 0.61
H 0.787 -5.711 -1.376 0.46
H 1.444 -3.164 -0.993 0.47
S -0.746 -0.728 4.259 -0.23
C -0.734 -0.746 2.715 0.81
N -0.734 -0.766 1.501 -0.72
```

2.
Molecular formula: C35H29AsClMnO4S
Method: DFT, ωB97M-V with the def2-TZVPD basis set

Results
* charge: -1
* 2S+1: 2
* expectation value of S²: 0.8282
* highest occupied orbital energy (alpha / beta): -4.200 / -4.322 eV
* strongest force on any atom: 0.37 eV/A

Geometry as XYZ:
```
72
Properties=species:S:1:pos:R:3:mulliken_charge:R:1
Mn -0.092 -0.627 -0.169 0.41
S -0.986 1.069 -1.534 -0.54
C 0.278 2.164 -2.060 0.40
C -0.042 3.421 -2.589 -0.58
C 0.948 4.298 -3.000 -0.50
C 2.292 3.956 -2.896 -0.80
C 2.630 2.712 -2.382 -0.21
C 1.644 1.827 -1.972 -0.11
As 1.950 0.042 -1.291 1.33
C 1.983 -0.948 -2.959 -0.11
C 1.361 -0.469 -4.105 -0.24
C 1.325 -1.244 -5.257 -0.71
C 1.910 -2.503 -5.270 -0.44
C 2.523 -2.989 -4.124 -0.79
C 2.552 -2.218 -2.971 0.11
C 3.887 0.047 -0.945 -0.41
C 4.848 -0.037 -1.948 -0.14
C 6.199 0.001 -1.637 -0.63
C 6.605 0.125 -0.314 -0.45
C 5.655 0.209 0.694 -0.39
C 4.304 0.169 0.378 -0.39
H -1.087 3.697 -2.662 0.43
H 0.670 5.267 -3.400 0.34
H 3.061 4.649 -3.214 0.37
H 3.672 2.423 -2.299 0.36
H 0.892 0.507 -4.093 0.27
H 0.832 -0.865 -6.145 0.37
H 1.879 -3.107 -6.169 0.36
H 2.972 -3.976 -4.126 0.39
H 3.008 -2.606 -2.068 0.43
H 4.534 -0.135 -2.980 0.47
H 6.939 -0.066 -2.426 0.38
H 7.660 0.153 -0.069 0.36
H 5.966 0.301 1.728 0.42
H 3.555 0.222 1.161 0.11
C 0.062 -0.996 8.031 -1.47
C 0.078 -0.889 6.528 0.70
C 0.929 -0.003 5.879 -0.95
C 0.957 0.093 4.492 0.71
C 1.880 1.081 3.825 -1.13
C 0.122 -0.738 3.739 0.64
C -0.736 -1.642 4.367 0.99
C -1.638 -2.542 3.563 -1.58
C -0.750 -1.694 5.755 -0.98
C 0.145 -0.646 2.248 1.00
O 0.389 -1.671 1.554 -0.76
O -0.087 0.448 1.680 -0.77
H 0.556 -0.140 8.491 0.35
H 0.581 -1.900 8.359 0.28
H -0.960 -1.046 8.410 0.36
H 1.583 0.636 6.464 0.28
H 2.553 1.532 4.554 0.40
H 1.307 1.863 3.330 0.33
H 2.478 0.596 3.051 -0.08
H -2.164 -1.984 2.786 0.32
H -2.369 -3.025 4.212 0.39
H -1.055 -3.307 3.051 0.29
H -1.429 -2.384 6.249 0.33
Cl -4.178 -7.553 -2.597 -0.24
C -3.345 -6.103 -2.109 0.51
C -2.034 -5.908 -2.513 -0.76
C -1.375 -4.754 -2.120 -0.23
C -2.024 -3.810 -1.335 -0.17
C -3.339 -4.020 -0.943 -0.17
C -4.010 -5.172 -1.327 -0.81
C -1.309 -2.566 -0.914 1.28
O -0.095 -2.419 -1.224 -0.92
O -1.921 -1.681 -0.267 -0.83
H -1.545 -6.652 -3.127 0.40
H -0.353 -4.561 -2.421 0.50
H -3.826 -3.267 -0.338 0.49
H -5.034 -5.351 -1.030 0.40
```

3.
Molecular formula: C35H29AuN3O4P2
Method: DFT, ωB97M-V with the def2-TZVPD basis set

Results
* charge: +1
* 2S+1: 3
* expectation value of S²: 2.0141
* highest occupied orbital energy (alpha / beta): -10.376 / -11.342 eV
* ΔE to the lowest compared entry with this formula, charge and spin: 0.0 kJ/mol
* strongest force on any atom: 0.31 eV/A

Geometry as XYZ:
```
74
Properties=species:S:1:pos:R:3:mulliken_charge:R:1
Au 0.357 0.283 -0.257 0.93
C -2.618 -0.610 -1.392 -0.51
P -1.245 -1.536 -0.526 0.25
C -2.076 -1.922 1.032 0.59
C -1.801 -1.193 2.184 -0.01
C -2.531 -1.423 3.340 -0.74
C -3.527 -2.388 3.351 -0.65
C -3.797 -3.127 2.206 -0.77
C -3.077 -2.893 1.046 -0.47
C -0.945 -3.065 -1.411 0.78
C -1.075 -3.125 -2.800 -0.62
C -0.745 -4.290 -3.471 -0.75
C -0.275 -5.389 -2.762 -0.51
C -0.137 -5.326 -1.383 -0.83
C -0.472 -4.168 -0.700 -0.66
C -2.687 0.689 -0.683 0.40
C -3.770 1.393 -0.051 -0.92
C -3.219 2.470 0.579 -1.10
C -1.802 2.415 0.324 0.66
C -0.687 3.292 0.770 -0.89
P 0.876 2.302 0.995 0.96
C 1.037 1.981 2.757 0.39
C 1.357 0.687 3.168 -0.76
C 1.497 0.410 4.521 -0.59
C 1.321 1.416 5.458 -0.57
C 1.007 2.709 5.051 -0.79
C 0.867 2.994 3.704 -0.13
C 2.214 3.397 0.480 0.60
C 3.285 3.699 1.315 -0.42
C 4.331 4.478 0.838 -0.73
C 4.313 4.953 -0.463 -0.52
C 3.248 4.647 -1.304 -0.81
C 2.206 3.864 -0.837 -0.62
N -1.530 1.353 -0.456 -0.07
H -3.563 -1.150 -1.372 0.40
H -2.321 -0.440 -2.431 0.51
H -0.995 -0.473 2.188 0.30
H -2.307 -0.859 4.236 0.49
H -4.089 -2.575 4.257 0.42
H -4.564 -3.889 2.219 0.45
H -3.282 -3.480 0.157 0.46
H -1.433 -2.272 -3.364 0.32
H -0.852 -4.341 -4.546 0.44
H -0.012 -6.296 -3.290 0.42
H 0.243 -6.176 -0.834 0.44
H -0.342 -4.111 0.373 0.48
H -4.807 1.100 -0.081 0.51
H -3.723 3.228 1.157 0.53
H -0.947 3.856 1.665 0.42
H -0.476 4.021 -0.021 0.49
H 1.483 -0.112 2.444 0.47
H 1.743 -0.596 4.836 0.50
H 1.432 1.198 6.512 0.43
H 0.875 3.493 5.785 0.42
H 0.637 4.007 3.394 0.44
H 3.308 3.325 2.330 0.40
H 5.163 4.712 1.489 0.42
H 5.129 5.562 -0.828 0.40
H 3.234 5.016 -2.320 0.42
H 1.383 3.616 -1.501 0.39
O 4.755 -4.131 -0.180 -0.56
C 5.061 -3.065 -0.882 0.42
O 6.113 -2.921 -1.454 -0.60
C 4.052 -1.954 -0.943 0.46
C 4.268 -0.842 -1.727 -0.34
N 3.202 -0.043 -1.592 -0.25
N 2.298 -0.576 -0.751 0.01
C 2.795 -1.738 -0.340 -0.23
C 1.998 -2.560 0.659 0.70
O 2.417 -3.700 0.908 -0.90
O 0.984 -1.995 1.133 -0.33
H 3.840 -4.054 0.235 0.42
H 5.110 -0.596 -2.352 0.54
H 3.037 0.855 -2.014 0.14
```

Copy entry 2 word for word.
Molecular formula: C35H29AsClMnO4S
Method: DFT, ωB97M-V with the def2-TZVPD basis set

Results
* charge: -1
* 2S+1: 2
* expectation value of S²: 0.8282
* highest occupied orbital energy (alpha / beta): -4.200 / -4.322 eV
* strongest force on any atom: 0.37 eV/A

Geometry as XYZ:
```
72
Properties=species:S:1:pos:R:3:mulliken_charge:R:1
Mn -0.092 -0.627 -0.169 0.41
S -0.986 1.069 -1.534 -0.54
C 0.278 2.164 -2.060 0.40
C -0.042 3.421 -2.589 -0.58
C 0.948 4.298 -3.000 -0.50
C 2.292 3.956 -2.896 -0.80
C 2.630 2.712 -2.382 -0.21
C 1.644 1.827 -1.972 -0.11
As 1.950 0.042 -1.291 1.33
C 1.983 -0.948 -2.959 -0.11
C 1.361 -0.469 -4.105 -0.24
C 1.325 -1.244 -5.257 -0.71
C 1.910 -2.503 -5.270 -0.44
C 2.523 -2.989 -4.124 -0.79
C 2.552 -2.218 -2.971 0.11
C 3.887 0.047 -0.945 -0.41
C 4.848 -0.037 -1.948 -0.14
C 6.199 0.001 -1.637 -0.63
C 6.605 0.125 -0.314 -0.45
C 5.655 0.209 0.694 -0.39
C 4.304 0.169 0.378 -0.39
H -1.087 3.697 -2.662 0.43
H 0.670 5.267 -3.400 0.34
H 3.061 4.649 -3.214 0.37
H 3.672 2.423 -2.299 0.36
H 0.892 0.507 -4.093 0.27
H 0.832 -0.865 -6.145 0.37
H 1.879 -3.107 -6.169 0.36
H 2.972 -3.976 -4.126 0.39
H 3.008 -2.606 -2.068 0.43
H 4.534 -0.135 -2.980 0.47
H 6.939 -0.066 -2.426 0.38
H 7.660 0.153 -0.069 0.36
H 5.966 0.301 1.728 0.42
H 3.555 0.222 1.161 0.11
C 0.062 -0.996 8.031 -1.47
C 0.078 -0.889 6.528 0.70
C 0.929 -0.003 5.879 -0.95
C 0.957 0.093 4.492 0.71
C 1.880 1.081 3.825 -1.13
C 0.122 -0.738 3.739 0.64
C -0.736 -1.642 4.367 0.99
C -1.638 -2.542 3.563 -1.58
C -0.750 -1.694 5.755 -0.98
C 0.145 -0.646 2.248 1.00
O 0.389 -1.671 1.554 -0.76
O -0.087 0.448 1.680 -0.77
H 0.556 -0.140 8.491 0.35
H 0.581 -1.900 8.359 0.28
H -0.960 -1.046 8.410 0.36
H 1.583 0.636 6.464 0.28
H 2.553 1.532 4.554 0.40
H 1.307 1.863 3.330 0.33
H 2.478 0.596 3.051 -0.08
H -2.164 -1.984 2.786 0.32
H -2.369 -3.025 4.212 0.39
H -1.055 -3.307 3.051 0.29
H -1.429 -2.384 6.249 0.33
Cl -4.178 -7.553 -2.597 -0.24
C -3.345 -6.103 -2.109 0.51
C -2.034 -5.908 -2.513 -0.76
C -1.375 -4.754 -2.120 -0.23
C -2.024 -3.810 -1.335 -0.17
C -3.339 -4.020 -0.943 -0.17
C -4.010 -5.172 -1.327 -0.81
C -1.309 -2.566 -0.914 1.28
O -0.095 -2.419 -1.224 -0.92
O -1.921 -1.681 -0.267 -0.83
H -1.545 -6.652 -3.127 0.40
H -0.353 -4.561 -2.421 0.50
H -3.826 -3.267 -0.338 0.49
H -5.034 -5.351 -1.030 0.40
```